Below is the molecule C5H7NO, with properties calculated with ωB97M-V/def2-TZVPD.

HOMO-LUMO gap (eV): 10.30
Net charge: 0
E_tot (eV): -8833.4967
SMILES: O=C[C@H]1[C@H]2CCN21

```
14
C5H7NO | the OMol25 dataset | ωB97M-V/def2-TZVPD
O -0.45 2.01 0.66
C -1.21 1.11 0.91
C -1.03 -0.33 0.57
C -0.39 -0.84 -0.67
C 0.76 0.03 -1.17
C 1.36 -0.18 0.23
N 0.24 -1.09 0.64
H -2.17 1.32 1.44
H -1.85 -0.95 0.94
H -0.87 -1.63 -1.24
H 0.51 1.06 -1.46
H 1.33 -0.45 -1.96
H 1.49 0.70 0.86
H 2.28 -0.77 0.23
```

Which charges does Löwdin predict for the atoms? In e, they are: atom 1 (O): 0.0405, atom 2 (C): -0.1983, atom 3 (C): -0.2117, atom 4 (C): -0.2043, atom 5 (C): -0.1052, atom 6 (C): -0.1491, atom 7 (N): 0.0204, atom 8 (H): 0.1204, atom 9 (H): 0.1329, atom 10 (H): 0.1338, atom 11 (H): 0.1014, atom 12 (H): 0.1064, atom 13 (H): 0.1025, atom 14 (H): 0.1104

---

Below is a structure of composition C14H23N4NiSSe2, with properties calculated with ωB97M-V/def2-TZVPD.

HOMO-LUMO gap (spin up / spin down) (eV): 6.88 / 6.86
Net charge: +1
E_tot (eV): -203416.9968

```
45
C14H23N4NiSSe2 | the OMol25 dataset | ωB97M-V/def2-TZVPD
Ni 0.28 0.24 0.20
C -4.75 -2.48 1.77
C -4.18 -2.37 0.36
N -3.84 -0.99 0.00
C -2.65 -0.39 0.16
S -1.29 -1.33 0.66
N -2.60 0.91 -0.03
N -1.33 1.38 -0.01
C -1.15 2.63 0.06
C -2.24 3.64 0.20
C 0.26 3.04 -0.06
C 0.67 4.35 0.01
C 2.01 4.65 -0.16
C 2.90 3.63 -0.42
C 2.41 2.34 -0.49
N 1.12 2.05 -0.29
H -5.06 -3.52 1.97
H -5.62 -1.84 1.88
H -4.00 -2.20 2.52
H -4.90 -2.73 -0.36
H -3.28 -2.97 0.27
H -4.60 -0.36 -0.21
H -3.19 3.13 0.31
H -2.29 4.29 -0.68
H -2.07 4.27 1.08
H -0.06 5.13 0.21
H 2.35 5.68 -0.11
H 3.96 3.81 -0.58
H 3.06 1.52 -0.74
C 3.98 -0.26 1.16
Se 2.29 -1.06 0.70
C 2.75 -1.31 -1.22
C 2.49 -2.66 -1.89
Se 0.70 -3.38 -1.93
C 0.78 -4.54 -0.37
H 4.20 0.62 0.55
H 4.75 -1.02 1.02
H 3.93 0.02 2.20
H 3.82 -1.12 -1.27
H 2.22 -0.53 -1.74
H 3.11 -3.45 -1.47
H 2.73 -2.55 -2.94
H 1.55 -5.30 -0.53
H -0.20 -5.02 -0.30
H 0.97 -3.98 0.53
```

Which charges does Löwdin predict for the atoms? In e, they are: atom 1 (Ni): 0.1333, atom 2 (C): -0.0820, atom 3 (C): -0.2537, atom 4 (N): 0.0067, atom 5 (C): -0.7423, atom 6 (S): 0.7190, atom 7 (N): 0.0141, atom 8 (N): -0.0474, atom 9 (C): -0.2459, atom 10 (C): -0.0035, atom 11 (C): -0.2083, atom 12 (C): 0.0195, atom 13 (C): -0.0129, atom 14 (C): -0.0256, atom 15 (C): -0.1015, atom 16 (N): 0.0529, atom 17 (H): 0.0803, atom 18 (H): 0.0776, atom 19 (H): 0.0734, atom 20 (H): 0.1180, atom 21 (H): 0.0747, atom 22 (H): 0.1465, atom 23 (H): 0.0705, atom 24 (H): 0.1042, atom 25 (H): 0.0978, atom 26 (H): 0.1228, atom 27 (H): 0.1255, atom 28 (H): 0.1229, atom 29 (H): 0.0848, atom 30 (C): -0.3504, atom 31 (Se): 1.0102, atom 32 (C): -0.4772, atom 33 (C): -0.5802, atom 34 (Se): 0.8960, atom 35 (C): -0.4073, atom 36 (H): 0.0126, atom 37 (H): 0.0438, atom 38 (H): 0.0384, atom 39 (H): 0.0730, atom 40 (H): 0.0459, atom 41 (H): 0.0678, atom 42 (H): 0.0601, atom 43 (H): 0.0260, atom 44 (H): 0.0219, atom 45 (H): -0.0022

---

Below is the molecule C2H5NO2, with properties calculated with ωB97M-V/def2-TZVPD.

HOMO-LUMO gap (eV): 10.65
Net charge: 0
E_tot (eV): -7737.8098
SMILES: OC/C=N\O

```
10
C2H5NO2 | the OMol25 dataset | ωB97M-V/def2-TZVPD
C 0.80 -0.44 0.09
C -0.05 0.80 0.02
H 2.70 -0.77 0.04
H 0.71 -0.95 1.11
H 0.49 -1.16 -0.69
H 0.33 1.86 0.08
H -2.70 -0.64 0.13
N -1.33 0.68 0.00
O 2.14 0.02 -0.09
O -1.74 -0.67 -0.07
```

Which charges does Löwdin predict for the atoms? In e, they are: atom 1 (C): -0.2624, atom 2 (C): -0.1343, atom 3 (H): 0.1015, atom 4 (H): 0.1463, atom 5 (H): 0.1171, atom 6 (H): 0.1407, atom 7 (H): 0.1053, atom 8 (N): -0.0217, atom 9 (O): -0.0934, atom 10 (O): -0.0991